1.
Density functional theory data (ωB97M-V/def2-TZVPD) for a 4-piece molecular cluster, C53H102N11O5P3S overall.

```
! wB97M-V def2-TZVPD RIJCOSX def2/J DEFGRID3
* xyz 0 1
C -3.07 0.40 9.94
C -2.75 -0.57 9.02
C -3.52 -0.88 7.73
C -3.51 -0.09 6.62
C -2.73 1.27 6.54
N -1.32 1.21 6.98
C -0.60 0.03 6.48
C -4.32 -0.51 5.34
O -4.84 0.31 4.62
C -4.40 -2.05 5.05
C -4.39 -2.93 6.31
C -4.42 -4.44 6.16
S -4.44 -5.54 7.62
C -4.46 -5.00 4.76
C -4.47 -4.14 3.48
C -4.48 -4.93 2.14
C -3.48 -4.42 1.03
C -2.03 -4.06 1.54
C -1.52 -2.80 0.68
C -0.25 -3.12 -0.20
C 0.59 -1.80 -0.52
C 0.14 -1.08 -1.84
C 1.28 -0.16 -2.47
C 0.74 1.17 -3.12
C 1.21 1.42 -4.60
C 2.48 2.34 -4.74
C 2.17 3.84 -5.13
C 1.84 4.05 -6.66
C 2.32 5.48 -7.19
C 1.13 6.42 -7.63
C 1.58 7.57 -8.64
C -4.46 -2.63 3.63
C -4.50 -1.71 2.38
C -3.53 -0.66 2.15
C -3.49 0.21 0.98
C -4.57 -0.09 0.02
C -5.49 -1.15 0.40
N -5.51 -1.94 1.50
C -4.34 -2.23 7.71
O -4.90 -2.65 8.69
H -3.11 0.09 11.01
H -3.25 1.46 9.63
H -1.85 -1.21 9.24
H -3.25 2.10 7.09
H -2.72 1.57 5.45
H -1.22 1.33 7.98
H 0.48 0.17 6.78
H -0.91 -0.94 6.97
H -0.59 -0.06 5.36
H -5.70 -5.34 8.16
H -4.48 -6.11 4.65
H -5.52 -4.82 1.71
H -4.36 -6.03 2.34
H -3.99 -3.61 0.46
H -3.35 -5.27 0.30
H -1.97 -3.73 2.60
H -1.29 -4.88 1.34
H -1.24 -1.96 1.38
H -2.30 -2.39 0.00
H -0.53 -3.67 -1.13
H 0.42 -3.79 0.41
H 0.42 -1.06 0.32
H 1.69 -2.00 -0.58
H -0.75 -0.41 -1.67
H -0.10 -1.85 -2.63
H 1.93 0.13 -1.60
H 1.91 -0.70 -3.22
H 1.06 2.06 -2.50
H -0.39 1.21 -3.13
H 0.41 1.87 -5.25
H 1.46 0.43 -5.08
H 3.13 2.36 -3.82
H 3.13 1.92 -5.56
H 1.35 4.30 -4.51
H 3.10 4.44 -4.92
H 2.35 3.30 -7.33
H 0.75 4.00 -6.88
H 2.99 5.38 -8.09
H 2.93 6.04 -6.43
H 0.77 6.96 -6.71
H 0.29 5.88 -8.12
H 1.15 7.42 -9.66
H 1.21 8.57 -8.29
H 2.70 7.65 -8.73
H -2.75 -0.51 2.94
H -2.71 0.98 0.81
H -4.66 0.46 -0.94
H -6.31 -1.35 -0.34
O 4.80 -1.91 -2.28
P 6.16 -2.50 -1.89
N 5.69 -2.93 -0.29
C 5.38 -1.94 0.73
C 4.69 -4.00 -0.25
N 7.04 -1.04 -2.01
C 7.72 -0.37 -0.93
C 6.56 -0.06 -2.98
N 7.74 -3.28 -1.59
C 8.13 -4.10 -2.75
C 8.13 -3.97 -0.37
H 5.18 -2.42 1.69
H 4.51 -1.32 0.46
H 6.23 -1.29 0.92
H 5.03 -4.85 -0.85
H 3.72 -3.67 -0.65
H 4.54 -4.37 0.76
H 7.04 0.27 -0.36
H 8.52 0.27 -1.33
H 8.22 -1.06 -0.25
H 5.72 0.53 -2.58
H 6.23 -0.55 -3.90
H 7.36 0.63 -3.27
H 7.53 -5.02 -2.81
H 9.19 -4.37 -2.71
H 7.98 -3.54 -3.68
H 7.56 -4.88 -0.19
H 8.05 -3.32 0.50
H 9.19 -4.25 -0.43
O 5.48 6.44 -7.07
P 6.74 6.64 -6.22
N 7.19 8.13 -6.96
C 7.63 8.22 -8.34
C 6.27 9.22 -6.66
N 7.58 5.27 -6.81
C 8.82 5.28 -7.55
C 6.76 4.14 -7.24
N 8.11 6.83 -5.09
C 7.69 6.50 -3.72
C 9.03 7.96 -5.04
H 7.94 9.25 -8.57
H 6.84 7.93 -9.05
H 8.51 7.62 -8.53
H 6.11 9.29 -5.58
H 5.29 9.07 -7.14
H 6.67 10.18 -6.98
H 8.66 5.45 -8.62
H 9.33 4.32 -7.44
H 9.53 6.02 -7.17
H 6.37 4.28 -8.26
H 5.92 3.99 -6.57
H 7.34 3.21 -7.23
H 7.05 7.28 -3.30
H 8.55 6.35 -3.06
H 7.12 5.56 -3.71
H 8.55 8.89 -4.74
H 9.53 8.11 -6.00
H 9.83 7.75 -4.33
O -9.23 -6.09 4.55
P -10.17 -5.05 5.15
N -9.30 -3.69 4.57
C -7.97 -3.35 5.05
C -9.35 -3.55 3.12
N -9.86 -5.46 6.78
C -9.27 -4.60 7.78
C -9.51 -6.85 7.06
N -11.41 -3.93 5.80
C -12.76 -4.43 5.50
C -11.40 -2.48 5.67
H -7.63 -2.40 4.62
H -7.21 -4.11 4.83
H -7.98 -3.16 6.12
H -10.39 -3.59 2.78
H -8.80 -4.35 2.62
H -8.94 -2.59 2.80
H -8.18 -4.62 7.74
H -9.56 -4.93 8.79
H -9.61 -3.57 7.71
H -8.45 -7.04 6.86
H -10.10 -7.53 6.46
H -9.71 -7.10 8.11
H -13.00 -4.31 4.44
H -13.52 -3.92 6.10
H -12.83 -5.50 5.74
H -11.52 -2.15 4.64
H -10.49 -2.04 6.08
H -12.22 -2.05 6.26
*
```

Its structure (SMILES) is C=CC1=C(CNC)C(=O)c2c(c(S)cc(CCCCCCCCCCCCCCCC)c2-c2ccccn2)C1=O.CN(C)P(=O)(N(C)C)N(C)C.CN(C)P(=O)(N(C)C)N(C)C.CN(C)P(=O)(N(C)C)N(C)C. The HOMO energy comes out at -7.90 eV. The value obtained for the HOMO-LUMO gap is 0.2573 hartree.

2.
Density functional theory data (ωB97M-V/def2-TZVPD) for C53H105Br9Cl8O8P2 as an isolated structure.

```
! wB97M-V def2-TZVPD RIJCOSX def2/J DEFGRID3
* xyz 0 1
C -5.90 -5.42 -8.70
C -5.19 -6.55 -9.49
C -5.15 -7.84 -8.67
C -4.49 -7.68 -7.25
P -4.23 -9.20 -6.31
C -4.09 -10.68 -7.38
C -4.14 -12.09 -6.71
C -3.74 -13.12 -7.75
C -2.22 -13.38 -7.79
C -2.91 -8.93 -5.20
C -1.46 -9.11 -5.69
C -0.36 -8.59 -4.75
C -0.19 -9.49 -3.57
C -5.72 -9.45 -5.38
C -7.04 -9.86 -6.08
C -8.17 -9.92 -5.07
C -9.47 -10.66 -5.33
H -5.55 -5.30 -7.68
H -6.96 -5.68 -8.73
H -5.64 -4.47 -9.17
H -4.16 -6.23 -9.68
H -5.62 -6.65 -10.49
H -4.51 -8.55 -9.20
H -6.17 -8.23 -8.56
H -5.14 -7.05 -6.64
H -3.55 -7.12 -7.24
H -3.13 -10.57 -7.90
H -4.91 -10.46 -8.07
H -5.14 -12.31 -6.32
H -3.48 -12.12 -5.84
H -4.15 -12.90 -8.74
H -4.18 -14.07 -7.44
H -1.62 -13.23 -6.89
H -1.74 -12.72 -8.52
H -2.01 -14.41 -8.09
H -3.01 -9.66 -4.39
H -3.09 -8.00 -4.66
H -1.35 -8.66 -6.68
H -1.23 -10.18 -5.79
H -0.67 -7.59 -4.45
H 0.56 -8.53 -5.33
H 0.67 -9.20 -2.96
H 0.06 -10.48 -3.96
H -1.10 -9.53 -2.98
H -5.96 -8.45 -4.97
H -5.46 -10.11 -4.55
H -6.83 -10.74 -6.69
H -7.29 -9.06 -6.77
H -8.50 -8.91 -4.81
H -7.72 -10.12 -4.09
H -10.17 -10.14 -5.98
H -10.04 -10.91 -4.42
H -9.31 -11.63 -5.80
C -11.92 -7.81 -6.76
C -10.50 -7.34 -6.46
C -10.35 -5.85 -6.27
C -9.10 -5.36 -5.49
P -8.11 -3.91 -5.98
C -9.28 -2.59 -5.98
C -10.00 -2.35 -4.65
C -11.18 -1.37 -4.92
C -11.96 -1.03 -3.62
C -6.79 -3.37 -4.83
C -6.04 -2.09 -5.24
C -4.91 -1.85 -4.21
C -5.53 -1.50 -2.82
C -7.55 -4.21 -7.71
C -8.08 -3.24 -8.74
C -7.44 -3.54 -10.11
C -8.06 -2.70 -11.21
H -12.00 -8.79 -7.24
H -12.19 -7.17 -7.61
H -12.63 -7.68 -5.95
H -9.88 -7.78 -7.24
H -10.26 -7.81 -5.50
H -11.22 -5.54 -5.68
H -10.52 -5.33 -7.22
H -8.42 -6.22 -5.44
H -9.27 -5.35 -4.41
H -10.04 -2.86 -6.72
H -8.88 -1.65 -6.36
H -9.35 -1.77 -3.99
H -10.40 -3.22 -4.14
H -11.79 -1.88 -5.66
H -10.81 -0.40 -5.28
H -12.87 -0.54 -3.97
H -11.51 -0.28 -2.97
H -12.19 -1.87 -2.97
H -6.04 -4.17 -4.92
H -7.15 -3.46 -3.80
H -6.68 -1.21 -5.34
H -5.53 -2.24 -6.19
H -4.27 -1.01 -4.46
H -4.18 -2.66 -4.13
H -4.82 -1.09 -2.10
H -5.92 -2.37 -2.27
H -6.40 -0.84 -2.83
H -7.82 -5.24 -7.90
H -6.46 -4.17 -7.62
H -7.64 -2.28 -8.45
H -9.17 -3.14 -8.73
H -7.76 -4.58 -10.21
H -6.36 -3.40 -10.10
H -7.46 -2.98 -12.08
H -7.96 -1.62 -11.09
H -9.11 -2.91 -11.41
O -2.48 -6.33 -6.53
C -3.85 -6.11 -6.39
C -4.79 -7.05 -5.57
O -6.20 -6.91 -5.61
H -4.23 -6.03 -7.43
H -4.09 -5.12 -5.95
H -4.51 -6.83 -4.52
H -4.54 -8.11 -5.79
O -7.97 -13.38 -7.13
C -7.58 -14.41 -6.65
O -7.04 -15.37 -7.48
C -6.37 -16.40 -6.74
C -6.37 -15.89 -5.32
C -7.37 -14.73 -5.17
H -5.34 -16.47 -7.07
H -6.81 -17.38 -6.90
H -5.43 -15.40 -5.07
H -6.60 -16.74 -4.67
H -6.93 -14.04 -4.46
H -8.34 -14.90 -4.69
O -2.61 -8.84 -9.45
C -1.40 -8.94 -9.46
O -0.81 -10.06 -9.04
C 0.62 -10.03 -9.27
C 0.93 -8.69 -9.93
C -0.42 -7.98 -10.09
H 1.09 -10.82 -9.84
H 1.08 -9.84 -8.31
H 1.27 -8.87 -10.95
H 1.68 -8.09 -9.42
H -0.86 -7.80 -11.07
H -0.39 -7.04 -9.54
O -3.81 -10.95 -3.23
C -2.99 -10.16 -2.81
O -1.93 -10.53 -2.11
C -1.28 -9.39 -1.55
C -1.85 -8.12 -2.17
C -3.10 -8.66 -2.93
H -0.19 -9.45 -1.59
H -1.49 -9.32 -0.48
H -1.25 -7.68 -2.97
H -2.00 -7.36 -1.42
H -3.33 -8.41 -3.96
H -4.01 -8.34 -2.41
C -1.18 -5.21 -6.20
Cl 0.58 -5.27 -5.98
Cl -1.65 -5.27 -7.90
H -1.58 -6.07 -5.67
H -1.43 -4.29 -5.69
C -7.59 -11.57 -9.53
Cl -8.58 -10.25 -8.95
Cl -7.11 -11.34 -11.23
H -6.74 -11.63 -8.85
H -8.20 -12.47 -9.46
C 2.54 -6.81 -0.10
Cl 3.99 -7.37 0.70
Cl 2.11 -7.80 -1.51
H 1.72 -6.84 0.62
H 2.65 -5.79 -0.44
C -7.04 -7.27 -2.33
Cl -7.01 -7.41 -0.55
Cl -8.64 -7.69 -2.90
H -6.79 -6.24 -2.57
H -6.32 -7.97 -2.73
C -7.80 -11.18 -0.72
Br -6.64 -12.27 -1.86
Br -8.22 -11.99 1.07
Br -9.52 -10.90 -1.68
H -7.47 -10.20 -0.39
C -3.02 -10.69 -12.57
Br -3.74 -8.87 -12.71
Br -3.75 -11.37 -10.87
Br -1.05 -10.73 -12.69
H -3.47 -11.21 -13.40
C 2.75 -12.26 -6.83
Br 3.19 -10.34 -6.79
Br 3.21 -13.02 -8.61
Br 0.93 -12.64 -6.32
H 3.31 -12.77 -6.06
*
```

The HOMO energy comes out at -5.73 eV. The value obtained for the HOMO-LUMO gap is 0.2017 hartree.

Computed values of max |F| (unit: eV/A) for the preceding records, in sequence: 7.10 15.57.
Computed values of E (unit: hartree) for the preceding records, in sequence: -4480.8810 -30213.3216.